A structure of composition C35H32GeN4OPtS2. Source: the Open Molecules 2025 dataset; level of theory: ωB97M-V with the def2-TZVPD basis set.

Properties
E_tot in a.u.: -4639.72010
HOMO (alpha / beta) in eV: 1.316 / -1.051
ΔE to the lowest compared entry with this formula, charge and spin in eV: 0.148
Expectation value of S²: 2.02
Gap between HOMO and LUMO (alpha / beta) in eV: 3.13 / 5.49
Multiplicity: 3
Charge: -2

Atoms and positions in Å:
1 H -2.74970 -0.48455 -2.20113
2 H 1.70062 -3.86506 -5.14348
3 C -1.58158 2.37712 -3.56409
4 C 2.61488 -2.14252 -0.11249
5 C -4.15031 2.36828 -0.43032
6 C -4.95951 1.30616 -0.02419
7 C -2.07500 1.52096 -2.58305
8 C -4.24907 3.06136 3.41985
9 C -0.67884 5.89271 0.27037
10 Pt 0.16072 -0.23614 0.24164
11 N 0.68608 -1.12198 -2.66409
12 H -4.49798 0.34830 0.19536
13 C -1.62517 0.54120 0.38034
14 C 4.48433 -0.14381 -0.24782
15 C -1.14070 3.62997 -0.46854
16 C 1.57718 -0.86227 -3.64377
17 H 5.89795 -1.68288 -0.94607
18 H -4.17488 4.43118 -1.03995
19 H -7.99904 2.81349 -0.01503
20 H 1.94037 0.15374 -3.62321
21 C -2.29122 -0.20670 -4.27187
22 H 0.57451 2.55044 -1.20345
23 H -4.27792 -2.63520 3.44068
24 S -0.94675 -2.69812 -1.21849
25 H 1.84043 -2.89741 -0.04800
26 N -2.58881 1.74027 2.33742
27 C -4.48545 0.54619 3.25464
28 H -1.03615 2.63076 -5.63019
29 H -2.59641 4.95433 0.39716
30 C -4.76859 3.59086 -0.69677
31 O 0.38046 -0.08073 -1.90935
32 H 4.09691 -3.49843 -0.75018
33 C -4.03856 -0.62627 2.72922
34 H -4.20945 3.14808 4.51036
35 C 0.21048 3.49606 -0.81027
36 H 2.88806 1.10460 0.42883
37 N 2.21283 -0.85875 0.20770
38 H -6.59902 4.71694 -0.75503
39 H 5.18861 0.68219 -0.26867
40 C -6.33338 1.46101 0.12307
41 H -4.90229 -2.35534 1.81516
42 C 0.54104 -3.34811 -3.43812
43 C -1.79404 0.66038 -5.24057
44 S -0.29974 0.14448 2.47054
45 C 1.09839 4.54828 -0.62601
46 H -2.58445 -1.49013 1.58437
47 C -6.92857 2.68885 -0.13404
48 C 1.42212 -3.08425 -4.44522
49 H -3.65171 3.85834 2.97950
50 H -5.43963 0.60574 3.75889
51 C 3.88037 -2.46238 -0.50997
52 C -3.69850 1.72923 2.98063
53 H -5.29307 3.16950 3.11174
54 C 3.20113 0.10755 0.14207
55 H -5.79660 -1.74153 3.22146
56 H -1.02752 6.82062 0.71056
57 C 4.89145 -1.45902 -0.61941
58 C -1.44058 1.95411 -4.88479
59 C 1.96564 -1.79917 -4.55701
60 H -2.53597 -1.23032 -4.53180
61 C 0.12718 -2.37197 -2.48806
62 H 2.14239 4.42038 -0.88724
63 H 2.68658 -1.53486 -5.31738
64 H -6.93850 0.62233 0.44849
65 H 0.10932 -4.33102 -3.31348
66 Ge -2.22740 2.01255 -0.67745
67 C -1.56531 4.83625 0.08352
68 H -1.66528 0.32031 -6.26234
69 C -6.14243 3.75546 -0.54630
70 H -1.27593 3.38349 -3.29430
71 C -2.43066 0.22308 -2.95976
72 C -2.00166 0.50831 1.83979
73 N -2.86671 -0.66797 2.09836
74 C -4.80266 -1.91371 2.81044
75 H 1.35009 6.56710 0.07054
76 C 0.65440 5.75061 -0.08757